Computed, not measured: a molecular structure, C48H52F3N10O3STeY in a non-equilibrium geometry, with ωB97M-V/def2-TZVPD.

Summary:
Multiplicity ... 2
Relative energy (zero: lowest compared OMol25 entry of this formula, charge and spin) ... 0.00 kJ/mol
E ... -98988.7589 eV
Expectation value of S² ... 0.76
Charge ... +1

The geometry in XYZ format:
```
119
Properties=species:S:1:pos:R:3:forces:R:3
Y -0.55266 -0.90227 2.90650 -0.02 0.10 0.89
C -1.52107 -0.63548 6.16732 0.25 0.51 -0.85
N -0.37576 -0.11476 5.27220 -0.70 -0.22 2.24
C -0.21601 1.33610 5.36012 -0.43 0.00 -2.01
C 0.77523 1.71566 4.30584 -1.10 0.51 0.13
N 0.94096 1.02436 3.21394 1.00 0.16 -0.10
C 1.87271 1.78136 2.47102 -0.56 -0.63 0.21
C 2.44868 1.49877 1.25774 1.16 0.44 -1.45
C 3.29829 2.49344 0.71311 -0.32 0.52 0.70
C 3.54902 3.74053 1.39115 -1.08 -1.53 0.47
C 2.94355 3.97084 2.65364 1.85 0.66 -1.16
C 2.16336 2.95365 3.16096 0.11 0.94 -0.27
N 1.41952 2.90377 4.31064 -0.32 -1.41 0.30
C -2.78804 -0.45936 5.37736 0.58 0.78 0.55
N -2.75150 -0.21033 4.09940 -0.99 -0.30 -1.13
C -4.10575 -0.01577 3.72523 -1.60 -0.23 1.06
C -4.77666 0.14127 2.50696 1.54 -0.60 0.82
C -6.14187 0.25382 2.51887 0.30 -0.21 0.06
C -6.92075 0.21538 3.67015 0.42 0.25 0.16
C -6.33208 0.00884 4.91574 0.49 0.28 -2.02
C -4.94947 -0.11793 4.88197 2.04 0.07 0.26
N -4.01388 -0.35615 5.92036 -1.23 -0.33 0.59
H -1.30390 -1.69034 6.28938 0.03 -0.10 0.30
H -1.67547 -0.14996 7.16569 0.71 -0.21 -0.78
H 0.48497 -0.49938 5.69463 -0.54 -0.40 -0.32
H -1.15494 1.86257 5.06150 0.45 -0.35 0.66
H 0.20018 1.62706 6.28154 -0.04 0.64 1.54
H 2.28418 0.53934 0.73173 -0.07 0.88 0.22
H 3.74789 2.33759 -0.26925 -0.07 -0.05 0.35
H 4.20795 4.47559 0.93284 -0.20 -0.15 0.19
H 3.22570 4.89282 3.19945 -0.58 -0.72 -0.26
H 1.29831 3.56142 5.04031 0.21 0.77 0.41
H -4.16918 0.00061 1.63756 -0.17 0.43 -0.74
H -6.61947 0.29282 1.58081 -0.62 0.24 -0.94
H -7.97600 0.39398 3.52285 -0.13 -0.22 0.42
H -6.94652 -0.02310 5.76123 -0.45 -0.15 1.36
H -4.27332 -0.51878 6.90161 0.43 0.11 -0.85
N -1.63661 4.51797 -0.38738 -2.57 -0.38 1.73
C -1.27084 4.02575 0.85232 -1.15 0.25 -0.92
N 0.02516 4.13462 1.16701 -0.19 0.84 -0.87
S -2.30452 3.26949 1.90840 -0.41 0.12 -0.08
H -1.00916 4.88019 -1.04722 1.02 0.55 -0.67
H -2.65015 4.68367 -0.57571 1.53 -0.39 0.43
H 0.61385 4.44416 0.41958 0.72 -0.05 0.01
H 0.31900 3.39749 1.75302 0.69 -0.47 0.54
C 3.35090 -1.15854 3.17785 -0.70 -1.76 -0.51
C 2.65020 -1.59445 1.91639 1.45 0.02 -0.13
N 1.37965 -1.85407 1.81915 -1.23 0.22 -0.74
C 1.12191 -2.17735 0.47792 -0.30 -0.11 0.08
C 2.26657 -2.13353 -0.21815 0.56 0.29 0.87
N 3.27391 -1.80186 0.71318 -2.58 -0.14 -0.39
H 2.88718 -1.68333 3.99237 -0.59 -0.17 0.52
H 3.33133 -0.12620 3.40778 0.13 1.06 -0.20
H 4.32732 -1.57873 3.20062 1.14 0.10 -0.20
H 0.15376 -2.43965 0.03082 0.39 0.25 0.76
H 2.32979 -2.23040 -1.28081 0.79 -0.21 -0.25
H 4.22107 -1.70874 0.47453 1.25 0.23 0.03
F -0.02656 -5.61077 4.45227 -0.19 1.10 -0.46
C 0.86682 -4.64754 4.74391 1.21 -1.07 -0.10
F 1.58020 -5.14854 5.73062 0.34 -0.08 0.97
F 1.74888 -4.50088 3.72017 -0.33 -0.28 -0.63
C 0.41212 -3.21922 5.03664 -0.10 -0.07 2.11
O 0.78723 -2.71561 6.10317 -0.24 -0.12 -1.14
O -0.29451 -2.70688 4.13704 -0.68 0.39 -0.81
C -2.37183 3.36730 -5.41290 1.04 -1.36 0.19
C -1.13600 2.69875 -4.78883 -1.48 1.35 -0.48
C -0.93533 2.62934 -3.42796 0.04 -0.32 -0.60
C 0.20378 2.09258 -2.90148 0.24 0.10 1.26
C 0.33078 2.06302 -1.40936 -0.72 0.26 -0.23
C 1.19681 1.58704 -3.71591 0.08 0.09 -0.61
Te 2.90467 0.74758 -2.85507 0.37 -0.40 -0.32
N -1.23272 0.31349 0.93021 -0.40 -0.16 -0.28
C -1.94301 -0.71217 0.56299 1.27 1.13 -0.32
O -1.95183 -1.66890 1.41780 -0.59 -1.45 0.64
C -2.58426 -0.88201 -0.73116 -0.29 0.52 -0.34
C -2.78920 0.25723 -1.53465 -0.13 -1.40 -0.77
C -3.42210 0.07382 -2.75121 -0.15 0.10 -1.36
C -3.82546 -1.21468 -3.16449 0.49 0.47 -0.02
C -3.56898 -2.31604 -2.37980 0.32 -0.65 0.37
C -2.93040 -2.16141 -1.13354 -0.65 0.28 -1.14
C 2.78962 -1.16013 -3.80102 0.46 -0.72 -0.24
C 3.95935 -1.71207 -4.38592 -1.14 -1.01 1.02
C 5.25014 -0.99217 -4.37198 1.26 -0.36 -0.58
C 3.93597 -3.07821 -4.74393 0.45 0.87 -1.73
C 2.78257 -3.85890 -4.75449 0.30 -0.20 0.97
C 2.80593 -5.31318 -5.19531 -0.86 1.76 -1.44
C 1.64223 -3.30237 -4.20535 0.49 1.42 0.59
C 1.64314 -1.95953 -3.69845 0.32 -0.96 -0.49
C 0.42227 -1.43106 -3.05709 -1.92 0.20 0.51
C 1.00802 1.65248 -5.08717 0.62 -0.06 -0.72
C 1.98848 1.07737 -6.09286 0.02 0.49 0.78
C -0.16225 2.23140 -5.60173 1.38 -1.04 0.88
H -2.37309 4.41295 -5.26551 -0.02 1.24 0.66
H -3.26216 2.92815 -4.97824 -0.38 0.05 -0.26
H -2.31994 3.28689 -6.49588 -0.33 -0.50 -0.05
H -1.70214 2.87834 -2.76003 -1.07 0.73 0.85
H -0.44583 2.67213 -0.94820 -0.04 -0.43 -0.14
H 1.25804 2.46345 -1.06687 0.84 0.22 0.17
H 0.25740 1.05074 -1.04934 -0.02 -0.45 0.38
H -2.29753 1.17051 -1.28911 -0.15 0.66 0.42
H -3.52857 0.87361 -3.52554 0.12 -0.49 1.09
H -4.19226 -1.39260 -4.17320 -0.21 0.31 0.24
H -3.80657 -3.30963 -2.78969 0.13 0.47 0.46
H -2.66364 -3.01711 -0.54333 -0.08 -0.15 0.34
H 5.55597 -0.67403 -3.38346 -0.15 0.28 0.31
H 5.34924 -0.14749 -5.05490 -0.34 0.11 0.07
H 6.01937 -1.70847 -4.66614 0.11 0.09 -0.12
H 4.80229 -3.47606 -5.30645 -0.23 0.18 0.78
H 3.76138 -5.76667 -5.11395 0.81 -0.41 0.31
H 2.54130 -5.29798 -6.27159 0.15 -0.27 0.37
H 2.03171 -5.85809 -4.70098 -0.31 -0.54 0.44
H 0.78460 -3.93624 -4.07351 -0.49 0.06 0.02
H -0.26309 -2.23605 -2.69895 0.51 0.43 -0.32
H -0.17165 -0.81853 -3.76449 0.21 -0.30 0.19
H 0.58393 -0.74685 -2.20191 0.27 -0.45 -0.34
H 3.04860 1.13006 -5.79125 -0.50 0.08 0.04
H 1.85979 1.61630 -7.01749 0.06 -0.08 -0.47
H 1.73091 0.03770 -6.20372 0.07 -0.54 -0.39
H -0.31920 2.19140 -6.63319 -0.09 0.18 -1.58
```
Positions in Å, forces in eV/Å.

***

Computed, not measured: a molecular structure, C48H52F9LuN8O4S5 in a non-equilibrium geometry, with ωB97M-V/def2-TZVPD.

Summary:
Relative energy (zero: lowest compared OMol25 entry of this formula, charge and spin) ... 1641.80 kJ/mol
E ... -182965.4980 eV
Charge ... -2

The geometry in XYZ format:
```
127
Properties=species:S:1:pos:R:3:forces:R:3
Lu 1.49118 -26.38678 -5.03817 0.68 -2.16 -0.22
N 1.85890 -26.38963 -2.83313 -0.05 0.82 0.62
S 1.68286 -25.13378 -1.95400 1.28 -0.76 -0.12
N 1.23963 -21.93988 -2.61356 -0.22 -0.73 -0.41
S 0.94910 -21.46984 -3.95795 0.48 0.22 0.34
N 1.93516 -21.77931 -5.34048 -0.67 1.23 1.33
S 2.59546 -23.18751 -5.42537 2.73 1.10 -0.88
N 1.79049 -24.36385 -5.52242 -1.18 -0.99 0.30
C 3.92031 -23.10415 -4.20623 2.80 2.96 2.92
C 4.37292 -21.73005 -3.50802 1.06 -8.08 -2.39
C 5.59153 -21.76720 -2.75673 -5.64 5.81 -1.67
C 6.16372 -22.89177 -2.46744 2.40 -7.81 -1.85
C 5.94599 -24.20199 -3.19147 -3.45 6.61 1.16
C 4.75450 -24.16409 -3.91597 0.74 -4.90 -2.49
C 3.59958 -23.05570 -7.11647 -3.75 1.66 2.47
C 2.94656 -22.02554 -7.86262 -1.38 0.88 2.64
C 3.61865 -21.56825 -8.90420 -1.59 3.76 -6.73
C 4.75437 -22.11898 -9.41775 1.03 -4.45 -4.15
C 5.13123 -23.37951 -8.81924 2.01 0.12 -0.52
C 4.55714 -23.86336 -7.63206 3.46 -2.85 0.39
C -0.62890 -21.67176 -4.79894 -2.94 1.49 -0.80
C -1.65530 -20.67240 -4.55127 1.28 -1.39 0.37
C -2.85304 -20.73718 -5.31018 1.44 3.36 3.60
C -2.97538 -21.68492 -6.28298 -1.06 0.16 0.63
C -2.11876 -22.73256 -6.45632 1.61 -2.97 -2.65
C -0.90408 -22.67061 -5.74172 3.73 -2.04 0.18
C 0.99046 -19.61145 -3.75209 3.11 -2.75 -9.38
C 0.63548 -19.14383 -2.64281 5.84 12.42 -6.94
C 1.10037 -17.64710 -2.34780 -0.07 -3.68 -8.38
C 1.63022 -16.95489 -3.49347 0.31 -0.97 5.57
C 2.03484 -17.65662 -4.72627 1.50 9.11 0.09
C 1.70482 -18.86998 -4.96535 -1.46 -5.24 -1.21
C 0.68053 -25.44356 -0.46837 -2.13 -1.28 1.14
C -0.17176 -26.61889 -0.38448 2.66 0.44 -2.14
C -1.08917 -26.77885 0.61428 0.21 1.71 1.69
C -1.17765 -25.82027 1.65780 -1.01 -1.16 0.31
C -0.33105 -24.68132 1.60005 -1.88 -3.49 -1.01
C 0.49895 -24.47006 0.53190 0.57 0.21 -0.81
C 3.23178 -24.84121 -0.90172 -0.14 0.61 -0.70
C 3.31486 -23.51388 -0.40959 -0.46 -0.66 -0.39
C 4.42657 -23.08067 0.26735 1.14 -0.62 1.02
C 5.45923 -24.03378 0.43937 -3.06 0.02 -1.30
C 5.37958 -25.32234 -0.05582 0.96 0.66 0.07
C 4.31573 -25.72967 -0.80368 -2.01 -1.01 -0.15
H 3.61817 -21.24130 -3.97460 -1.38 3.91 -0.24
H 5.71683 -20.72365 -2.40444 1.02 -1.04 0.62
H 6.92010 -23.12611 -1.80649 1.84 1.01 1.67
H 6.50676 -25.06691 -3.09634 1.01 -1.27 0.53
H 4.62616 -25.25309 -4.41849 -0.59 2.81 0.81
H 1.98880 -21.40364 -7.57468 2.05 -2.00 -0.04
H 3.08840 -20.77354 -9.86651 1.28 -2.02 3.64
H 4.85400 -22.14340 -10.81079 0.36 0.68 4.73
H 6.03790 -24.01519 -9.12351 -1.57 1.27 -0.31
H 5.22528 -25.04370 -7.18397 -2.94 4.09 -0.88
H -1.40346 -19.96686 -3.71344 -0.97 -0.50 -1.21
H -3.62153 -19.87728 -4.98129 1.40 -2.30 -1.44
H -3.89097 -21.50918 -6.72804 -1.74 -0.71 -1.82
H -2.27328 -23.69317 -7.38878 0.44 3.33 3.27
H 0.15531 -23.42966 -5.84328 -3.79 1.69 -0.18
H 0.35900 -19.43554 -1.88354 -5.41 -6.87 12.88
H 0.96329 -17.25154 -1.43572 -0.51 1.51 3.00
H 1.99964 -15.99747 -2.95810 -0.12 -0.84 -2.51
H 2.56026 -16.72123 -5.47965 -1.39 -3.60 1.70
H 1.98262 -19.34186 -6.10120 -1.06 0.81 3.90
H 0.03274 -27.40983 -1.17050 -0.54 0.96 0.88
H -1.73957 -27.60280 0.70592 -0.47 -1.07 -0.37
H -2.00781 -26.12976 2.47882 2.32 1.42 -1.66
H -0.34547 -24.06145 2.39638 -0.08 2.36 2.25
H 0.95337 -23.47424 0.50692 0.19 -0.64 -0.19
H 2.47559 -22.84697 -0.56414 0.11 0.01 -0.31
H 4.50660 -22.07968 0.77114 -0.13 -1.01 -0.84
H 6.26947 -23.77899 0.96418 3.15 1.04 1.99
H 6.22544 -25.98206 0.05783 0.16 -0.16 0.22
H 4.29075 -26.80131 -1.14202 -0.36 1.35 -0.09
O 3.56082 -26.91447 -5.89863 -0.31 0.33 1.22
H 4.27879 -26.85416 -5.22994 -0.83 -0.31 -0.74
H 2.39424 -26.49674 -7.65906 -0.54 -0.39 -0.77
O 1.59447 -24.65946 -10.53035 -1.12 -2.59 -0.95
H 1.57030 -25.37093 -9.83172 0.33 1.02 -0.09
H 1.95624 -23.85226 -10.26032 0.86 1.39 1.29
O 1.13407 -28.61761 -4.04652 0.16 -0.35 0.31
H 0.38524 -29.17680 -3.73650 -0.07 0.04 -0.13
H 1.61331 -28.41129 -3.21665 -0.19 0.30 -0.35
S 0.19576 -27.14407 -7.51551 0.43 0.22 0.39
C -1.61385 -23.12017 -1.60144 -1.50 1.64 0.94
C -2.43887 -24.34631 -1.60823 -1.58 -1.39 0.24
C -2.16422 -25.22264 -2.78150 1.45 -0.32 0.11
N -1.13022 -24.97816 -3.53739 -1.21 -0.33 0.86
N -0.83598 -26.03386 -4.34905 1.19 0.98 -1.06
C -1.62149 -27.01729 -4.24715 -2.16 -3.20 0.61
N -1.63037 -28.21032 -4.93811 -0.06 0.89 0.47
S -2.87534 -26.83484 -2.99476 1.01 1.24 -0.58
H -1.96376 -22.44235 -0.74579 0.49 -0.73 -1.19
H -1.78690 -22.64570 -2.56917 0.46 0.39 0.25
H -0.59826 -23.35808 -1.44189 1.07 0.11 -0.23
H -3.50869 -24.14306 -1.64084 -0.28 0.41 0.08
H -2.33532 -24.95854 -0.70062 0.25 0.14 -0.18
H -0.84969 -28.28750 -5.58639 -0.03 -0.26 -0.14
H -1.82363 -29.03560 -4.34878 0.36 0.40 -0.34
F -1.51529 -32.22411 0.03715 0.05 -0.31 -0.69
C -1.64366 -31.14661 -0.79786 -0.43 -0.79 0.73
F -2.97691 -31.05313 -1.04780 0.74 0.13 -0.11
F -1.32021 -30.14003 0.00253 0.21 0.96 -0.45
C -0.80442 -31.19782 -2.16838 -1.36 1.50 0.72
O -1.04437 -30.06703 -2.85017 0.75 -0.59 0.32
C -1.33840 -32.41302 -2.93776 0.16 -1.74 -2.17
F -2.63981 -32.33282 -3.30385 0.62 0.20 0.72
F -0.67447 -32.53865 -4.13658 -0.17 0.30 0.86
F -1.16610 -33.62300 -2.33227 -0.50 0.64 -0.05
C 0.68913 -31.43856 -1.81597 0.94 -1.72 1.18
F 1.22296 -30.57476 -0.93203 -0.64 0.21 -0.39
F 1.48323 -31.47991 -2.86070 0.12 0.71 -1.01
F 0.88818 -32.68860 -1.24303 -0.40 0.65 0.18
C 4.10791 -27.79296 -8.95905 -2.98 -1.11 3.51
C 2.51273 -28.18511 -8.82915 -0.44 0.65 -1.14
C 2.20559 -29.45704 -8.00124 4.71 0.57 -1.39
C 2.06872 -28.45205 -10.30915 -1.30 -0.85 -0.30
N 1.75084 -26.92792 -8.36031 1.72 -0.28 0.51
H 4.49005 -28.72355 -9.39294 0.84 0.70 0.28
H 4.44678 -27.34180 -7.95520 -0.04 -1.70 -1.09
H 4.06339 -26.93440 -9.52985 0.27 1.46 -2.19
H 2.33543 -30.38877 -8.69962 1.45 1.30 1.57
H 1.26602 -29.71029 -7.78021 -4.17 0.46 1.09
H 2.77831 -29.21330 -7.06412 -0.24 -1.56 -0.57
H 1.37680 -29.53142 -10.23120 1.94 3.24 -1.09
H 3.01064 -28.50090 -11.03453 -2.23 -0.30 1.34
H 1.41491 -27.53060 -10.59374 0.99 -1.95 0.05
```
Positions in Å, forces in eV/Å.